No. 1
DFT (the ωB97M-V functional and the def2-TZVPD basis) results for C41H29Cl5O2P2Rb as an isolated structure.

Positions of all 80 atoms, in Å:
1 Rb 0.288 2.234 0.634
2 Cl -0.504 3.987 3.487
3 C 0.593 2.866 4.305
4 C 1.021 1.732 3.654
5 C 1.880 0.953 4.384
6 Cl 2.567 -0.505 3.603
7 C 2.281 1.198 5.695
8 Cl 3.319 0.127 6.574
9 C 1.805 2.355 6.307
10 Cl 2.259 2.722 7.938
11 C 0.958 3.218 5.606
12 Cl 0.401 4.662 6.375
13 O 0.336 0.373 -1.339
14 P -0.089 -1.026 -1.502
15 C -1.841 -1.279 -1.112
16 P -2.400 -0.647 0.496
17 O -2.043 0.762 0.761
18 C -1.771 -1.805 1.735
19 C -0.707 -1.423 2.545
20 C -0.198 -2.320 3.479
21 C -0.748 -3.585 3.611
22 C -1.819 -3.965 2.810
23 C -2.327 -3.078 1.876
24 C -4.193 -0.918 0.457
25 C -4.962 -0.019 1.192
26 C -6.341 -0.159 1.245
27 C -6.962 -1.193 0.561
28 C -6.203 -2.084 -0.185
29 C -4.824 -1.947 -0.239
30 C 0.824 -2.169 -0.445
31 C 2.014 -1.684 0.091
32 C 2.771 -2.478 0.940
33 C 2.341 -3.757 1.261
34 C 1.157 -4.248 0.725
35 C 0.403 -3.459 -0.128
36 C 0.068 -1.584 -3.212
37 C 0.210 -2.924 -3.565
38 C 0.312 -3.280 -4.900
39 C 0.280 -2.301 -5.886
40 C 0.157 -0.964 -5.534
41 C 0.052 -0.602 -4.198
42 H -2.081 -2.343 -1.212
43 H -2.406 -0.749 -1.885
44 H -0.257 -0.434 2.472
45 H 0.638 -2.010 4.092
46 H -0.347 -4.274 4.344
47 H -2.261 -4.948 2.915
48 H -3.172 -3.378 1.268
49 H -4.466 0.793 1.710
50 H -6.930 0.545 1.819
51 H -8.039 -1.300 0.602
52 H -6.687 -2.884 -0.732
53 H -4.247 -2.641 -0.838
54 H 2.330 -0.675 -0.143
55 H 3.683 -2.082 1.366
56 H 2.922 -4.369 1.940
57 H 0.810 -5.240 0.986
58 H -0.528 -3.855 -0.518
59 H 0.263 -3.692 -2.801
60 H 0.430 -4.323 -5.171
61 H 0.366 -2.580 -6.928
62 H 0.156 -0.197 -6.297
63 H -0.010 0.441 -3.907
64 C 3.948 3.357 -4.331
65 C 3.087 2.418 -3.720
66 C 2.330 2.790 -2.639
67 C 2.367 4.104 -2.089
68 C 1.539 4.425 -0.948
69 C 1.662 5.749 -0.548
70 C 2.510 6.703 -1.162
71 C 3.292 6.366 -2.233
72 C 3.235 5.042 -2.729
73 C 4.015 4.632 -3.843
74 H 4.553 3.067 -5.184
75 H 3.028 1.405 -4.106
76 H 1.663 2.080 -2.170
77 H 1.082 6.108 0.304
78 H 2.539 7.717 -0.769
79 H 3.948 7.089 -2.709
80 H 4.672 5.362 -4.310

The multiplicity is 1. For the energy above the lowest of the compared OMol25 structures with the same formula, charge and spin, the calculation gives 0.00 kJ/mol. The frontier orbital gap comes out at 5.15 eV. The total charge is -1.

These are the Mulliken partial charges, in e, on atoms 1 to 8: atom 1 (Rb): 1.000, atom 2 (Cl): -0.257, atom 3 (C): 1.301, atom 4 (C): -1.284, atom 5 (C): 0.450, atom 6 (Cl): -0.196, atom 7 (C): -0.568, atom 8 (Cl): -0.209

---

No. 2
DFT (the ωB97M-V functional and the def2-TZVPD basis) results for C41H29N12O3Pb as an isolated structure in a non-equilibrium geometry.

Positions of all 86 atoms, in Å:
1 Pb 13.827 7.624 13.085
2 C 18.407 9.484 7.224
3 C 17.182 10.049 6.872
4 C 16.044 9.842 7.713
5 C 16.238 9.176 8.898
6 C 15.200 8.588 9.836
7 N 13.948 8.675 9.677
8 C 13.045 7.715 9.922
9 C 11.607 7.563 9.416
10 C 10.776 8.489 8.774
11 C 9.521 7.994 8.420
12 C 9.176 6.678 8.544
13 C 10.024 5.723 9.125
14 C 11.191 6.211 9.604
15 C 12.345 5.556 10.160
16 N 12.779 4.365 10.014
17 C 14.173 4.275 10.146
18 N 14.830 4.018 11.224
19 C 15.976 5.025 11.229
20 N 15.430 5.760 12.457
21 C 16.531 5.409 13.016
22 N 17.224 4.873 11.915
23 C 18.101 6.100 11.899
24 N 18.065 7.095 11.116
25 C 17.173 7.748 10.364
26 N 15.880 7.834 10.737
27 C 17.456 8.575 9.202
28 C 18.545 8.741 8.375
29 C 18.542 6.235 13.323
30 C 19.643 6.872 13.853
31 C 19.662 7.031 15.219
32 C 18.622 6.648 15.990
33 C 17.451 6.100 15.479
34 C 17.445 5.880 14.094
35 C 16.184 5.188 9.664
36 C 17.290 5.382 8.879
37 C 17.081 5.477 7.456
38 C 15.888 5.194 6.916
39 C 14.770 4.869 7.687
40 C 14.957 4.804 9.081
41 N 13.365 6.557 10.545
42 H 19.227 9.572 6.494
43 H 17.032 10.508 5.914
44 H 15.007 10.107 7.417
45 H 11.095 9.497 8.655
46 H 8.827 8.632 7.964
47 H 8.239 6.424 8.252
48 H 9.758 4.694 9.100
49 H 19.528 8.355 8.550
50 H 20.501 7.228 13.199
51 H 20.423 7.559 15.681
52 H 18.738 6.851 17.060
53 H 16.681 5.792 16.191
54 H 18.319 5.339 9.267
55 H 17.991 5.532 6.806
56 H 15.877 5.262 5.845
57 H 13.882 4.414 7.301
58 C 7.954 4.935 15.211
59 C 9.254 5.696 14.993
60 O 10.084 5.372 14.134
61 N 9.468 6.779 15.709
62 C 10.577 7.674 15.361
63 C 10.267 8.602 14.150
64 C 9.023 9.149 13.947
65 C 8.873 9.949 12.830
66 C 9.911 10.103 11.947
67 C 11.116 9.585 12.242
68 N 11.354 8.771 13.314
69 H 7.114 5.367 14.548
70 H 7.590 5.128 16.226
71 H 8.012 3.851 15.131
72 H 8.876 7.116 16.445
73 H 11.440 7.079 15.136
74 H 10.824 8.217 16.269
75 H 8.230 8.840 14.629
76 H 7.858 10.465 12.661
77 H 9.779 10.734 11.085
78 H 11.990 9.729 11.637
79 N 12.630 5.462 13.369
80 N 13.243 4.715 14.436
81 C 14.185 5.419 15.258
82 O 14.870 4.722 15.992
83 O 14.265 6.716 15.094
84 H 11.632 5.386 13.396
85 H 13.016 5.103 12.531
86 H 13.532 3.808 14.120

The multiplicity is 1. For the energy above the lowest of the compared OMol25 structures with the same formula, charge and spin, the calculation gives 586.67 kJ/mol. The frontier orbital gap (alpha / beta) comes out at 6.72 / 6.72 eV. The total charge is +1.

These are the Mulliken partial charges, in e, on atoms 1 to 8: atom 1 (Pb): 1.486, atom 2 (C): -0.556, atom 3 (C): -0.629, atom 4 (C): -0.411, atom 5 (C): 0.033, atom 6 (C): 0.025, atom 7 (N): -0.318, atom 8 (C): -1.093

---

No. 3
DFT (the ωB97M-V functional and the def2-TZVPD basis) results for C41H30F5GeIN6OS3Sr as an isolated structure in a non-equilibrium geometry.

Positions of all 89 atoms, in Å:
1 Sr -1.051 -1.420 0.540
2 O 0.388 -2.180 1.962
3 N -0.314 -2.412 3.069
4 C -0.487 -3.691 3.471
5 C -1.205 -4.003 4.591
6 C -1.798 -2.962 5.318
7 C -1.622 -1.668 4.906
8 C -0.850 -1.361 3.767
9 S -0.564 0.221 3.246
10 H -0.008 -4.427 2.842
11 H -1.309 -5.035 4.891
12 H -2.403 -3.183 6.188
13 H -2.080 -0.835 5.417
14 S -2.283 -2.175 -1.806
15 C -0.873 -2.314 -2.826
16 N -1.095 -3.072 -3.930
17 N -0.334 -2.915 -5.014
18 C 0.116 -1.749 -5.622
19 C 1.083 -1.840 -6.627
20 C 1.516 -0.703 -7.286
21 C 0.989 0.541 -6.973
22 C 0.011 0.633 -5.989
23 C -0.425 -0.494 -5.318
24 N 0.322 -1.781 -2.706
25 N 0.818 -1.311 -1.550
26 C 1.946 -0.659 -1.703
27 C 2.806 -0.335 -0.540
28 C 4.222 -0.063 -0.857
29 C 4.641 0.190 -2.106
30 C 3.705 0.123 -3.204
31 C 2.432 -0.282 -3.010
32 H -0.231 -3.766 -5.538
33 H 1.505 -2.808 -6.877
34 H 2.278 -0.787 -8.051
35 H 1.325 1.424 -7.502
36 H -0.420 1.595 -5.738
37 H -1.192 -0.420 -4.561
38 H 2.696 -1.077 0.255
39 H 4.907 -0.002 -0.019
40 H 5.674 0.442 -2.308
41 H 4.045 0.369 -4.203
42 H 1.755 -0.394 -3.845
43 F -7.876 -4.796 4.068
44 C -6.931 -3.918 3.693
45 C -5.928 -4.293 2.817
46 F -5.901 -5.552 2.354
47 C -4.968 -3.382 2.432
48 F -4.001 -3.799 1.605
49 C -4.959 -2.047 2.870
50 S -3.797 -0.904 2.355
51 C -5.981 -1.718 3.778
52 F -6.044 -0.480 4.283
53 C -6.942 -2.623 4.179
54 F -7.899 -2.257 5.046
55 Ge 2.199 1.319 0.492
56 C 2.474 3.077 -0.349
57 C 2.912 3.266 -1.656
58 C 2.944 4.536 -2.214
59 C 2.536 5.634 -1.470
60 C 2.099 5.458 -0.165
61 C 2.067 4.188 0.390
62 C 3.243 1.185 2.151
63 C 4.330 2.023 2.386
64 C 5.110 1.868 3.524
65 C 4.806 0.871 4.440
66 C 3.726 0.029 4.213
67 C 2.952 0.179 3.071
68 H 0.706 1.151 0.663
69 H 3.213 2.413 -2.251
70 H 3.269 4.662 -3.240
71 H 2.549 6.622 -1.914
72 H 1.768 6.311 0.415
73 H 1.707 4.052 1.405
74 H 4.565 2.808 1.674
75 H 5.953 2.526 3.700
76 H 5.415 0.747 5.326
77 H 3.479 -0.744 4.931
78 H 2.110 -0.478 2.891
79 I -0.647 1.890 -2.611
80 C -2.059 2.279 -1.097
81 C -3.128 3.114 -1.370
82 C -4.051 3.313 -0.353
83 C -3.854 2.699 0.871
84 C -2.731 1.904 1.041
85 N -1.849 1.686 0.061
86 H -3.233 3.581 -2.338
87 H -4.916 3.942 -0.524
88 H -4.558 2.815 1.684
89 H -2.516 1.432 1.991

The multiplicity is 2. For the energy above the lowest of the compared OMol25 structures with the same formula, charge and spin, the calculation gives 102.21 kJ/mol. The frontier orbital gap (alpha / beta) comes out at 6.42 / 5.77 eV. The total charge is -1.

These are the natural (NBO) partial charges, in e, on atoms 1 to 8: atom 1 (Sr): 1.770, atom 2 (O): -0.767, atom 3 (N): -0.051, atom 4 (C): 0.027, atom 5 (C): -0.288, atom 6 (C): -0.173, atom 7 (C): -0.224, atom 8 (C): 0.041

---

No. 4
DFT (the ωB97M-V functional and the def2-TZVPD basis) results for C41H31Br2KN9O as an isolated structure.

Positions of all 85 atoms, in Å:
1 K -0.282 -0.727 1.068
2 Br 4.591 -3.075 0.818
3 C 2.970 -4.032 0.564
4 C 3.036 -5.396 0.304
5 C 1.898 -6.128 0.094
6 Br 2.057 -7.995 -0.252
7 C 0.629 -5.503 0.125
8 C -0.593 -6.169 -0.118
9 C -1.767 -5.469 -0.087
10 C -1.721 -4.093 0.193
11 N -0.609 -3.444 0.427
12 C 0.566 -4.112 0.401
13 C 1.767 -3.305 0.657
14 O 1.683 -2.079 0.915
15 H 4.005 -5.877 0.269
16 H -0.582 -7.229 -0.332
17 H -2.716 -5.953 -0.274
18 H -2.636 -3.508 0.232
19 C -2.090 0.972 -4.429
20 C -3.333 1.207 -3.851
21 C -3.595 0.785 -2.560
22 C -2.595 0.120 -1.847
23 C -1.349 -0.116 -2.421
24 C -1.101 0.311 -3.716
25 N -2.748 -0.312 -0.503
26 N -3.906 -0.266 -0.063
27 C -4.003 -0.693 1.297
28 C -5.189 -0.380 1.953
29 C -5.304 -0.747 3.284
30 C -4.253 -1.419 3.885
31 C -3.124 -1.701 3.127
32 N -2.991 -1.343 1.855
33 H -1.894 1.311 -5.439
34 H -4.097 1.730 -4.413
35 H -4.549 0.970 -2.090
36 H -0.585 -0.616 -1.843
37 H -0.129 0.139 -4.163
38 H -5.971 0.144 1.422
39 H -6.199 -0.506 3.845
40 H -4.286 -1.713 4.925
41 H -2.284 -2.228 3.565
42 C -1.849 1.988 6.768
43 C -2.460 1.396 5.640
44 C -1.725 1.191 4.504
45 C -0.353 1.549 4.397
46 C 0.351 1.289 3.169
47 C 1.652 1.760 3.181
48 C 2.268 2.396 4.282
49 C 1.586 2.594 5.452
50 C 0.237 2.172 5.534
51 C -0.538 2.366 6.706
52 H -2.421 2.149 7.675
53 H -3.508 1.115 5.675
54 H -2.177 0.759 3.620
55 H 2.279 1.623 2.296
56 H 3.302 2.721 4.201
57 H 2.054 3.069 6.309
58 H -0.063 2.833 7.565
59 C 3.026 0.286 -0.960
60 C 2.066 1.417 -0.902
61 N 0.832 1.364 -0.473
62 C 0.317 2.631 -0.579
63 C 1.245 3.467 -1.108
64 N 2.370 2.688 -1.315
65 C 3.581 3.122 -1.937
66 N 3.745 2.505 -3.240
67 N 4.918 1.923 -3.563
68 N 4.858 1.459 -4.750
69 C 3.593 1.684 -5.241
70 C 3.013 1.334 -6.465
71 C 1.700 1.687 -6.658
72 C 0.964 2.365 -5.664
73 C 1.515 2.716 -4.454
74 C 2.858 2.369 -4.267
75 H 2.651 -0.538 -0.352
76 H 4.002 0.577 -0.566
77 H 3.177 -0.063 -1.985
78 H -0.680 2.864 -0.244
79 H 1.235 4.520 -1.328
80 H 4.467 2.841 -1.369
81 H 3.540 4.208 -2.029
82 H 3.583 0.803 -7.214
83 H 1.207 1.436 -7.589
84 H -0.074 2.606 -5.857
85 H 0.933 3.200 -3.683

The multiplicity is 1. For the energy above the lowest of the compared OMol25 structures with the same formula, charge and spin, the calculation gives 9.96 kJ/mol. The frontier orbital gap comes out at 4.66 eV. The total charge is -1.

These are the Mulliken partial charges, in e, on atoms 1 to 8: atom 1 (K): 1.043, atom 2 (Br): -0.228, atom 3 (C): 0.058, atom 4 (C): -0.394, atom 5 (C): 0.014, atom 6 (Br): -0.300, atom 7 (C): 0.791, atom 8 (C): -0.703

---

No. 5
DFT (the ωB97M-V functional and the def2-TZVPD basis) results for C41H31BrCsF12N3O5S as an isolated structure.

Positions of all 95 atoms, in Å:
1 Cs -1.454 -1.304 1.200
2 C 4.159 -6.273 4.069
3 C 3.233 -5.112 3.796
4 C 3.211 -3.968 4.581
5 C 2.303 -2.967 4.319
6 C 1.341 -2.993 3.266
7 N 0.367 -2.030 3.300
8 C 0.590 -0.739 3.611
9 C 1.815 -0.094 3.262
10 C 2.060 1.245 3.483
11 C 1.097 2.057 4.064
12 C 1.321 3.530 4.314
13 C -0.117 1.454 4.395
14 C -0.444 0.117 4.161
15 C -1.856 -0.428 4.586
16 O -2.578 -1.000 3.639
17 C -2.772 0.740 5.150
18 F -2.363 1.353 6.300
19 F -2.922 1.729 4.231
20 F -4.018 0.320 5.403
21 C -1.624 -1.405 5.831
22 F -0.585 -1.035 6.623
23 F -1.403 -2.653 5.443
24 F -2.696 -1.465 6.673
25 C 1.425 -4.149 2.404
26 C 2.335 -5.154 2.740
27 C 0.578 -4.354 1.096
28 O 0.269 -3.235 0.465
29 C 1.338 -5.276 0.050
30 F 2.613 -4.883 -0.127
31 F 0.761 -5.205 -1.161
32 F 1.386 -6.615 0.326
33 C -0.744 -5.118 1.477
34 F -1.573 -4.268 2.102
35 F -0.563 -6.178 2.302
36 F -1.430 -5.600 0.410
37 H 4.901 -6.012 4.828
38 H 4.695 -6.577 3.165
39 H 3.611 -7.150 4.430
40 H 3.886 -3.869 5.429
41 H 2.255 -2.114 4.986
42 H 2.586 -0.705 2.807
43 H 3.023 1.664 3.192
44 H 2.387 3.757 4.397
45 H 0.838 3.848 5.242
46 H 0.916 4.160 3.511
47 H -0.830 2.106 4.877
48 H 2.362 -6.052 2.137
49 C -3.754 -1.168 -1.888
50 O -2.513 -0.554 -2.213
51 C -2.301 -0.208 -3.484
52 C -3.197 -0.378 -4.520
53 C -2.866 0.123 -5.781
54 Br -4.116 -0.090 -7.208
55 C -1.692 0.776 -6.019
56 C -0.763 0.939 -4.973
57 C -1.057 0.435 -3.708
58 O -0.254 0.537 -2.655
59 C 0.492 1.645 -5.191
60 N 1.390 1.875 -4.263
61 C 2.416 2.566 -4.881
62 C 3.614 3.048 -4.364
63 C 4.466 3.713 -5.226
64 C 4.145 3.898 -6.579
65 C 2.958 3.423 -7.108
66 C 2.107 2.758 -6.237
67 N 0.871 2.163 -6.401
68 H -3.868 -2.120 -2.410
69 H -4.572 -0.490 -2.146
70 H -3.739 -1.319 -0.815
71 H -4.143 -0.872 -4.366
72 H -1.491 1.167 -7.007
73 H 0.564 1.017 -2.915
74 H 3.859 2.896 -3.321
75 H 5.407 4.097 -4.853
76 H 4.839 4.421 -7.223
77 H 2.711 3.564 -8.153
78 H 0.363 2.069 -7.260
79 C -1.466 3.297 1.366
80 S -1.533 2.011 0.122
81 O -2.805 1.286 0.389
82 C -1.862 3.006 -1.349
83 C -0.835 3.699 -1.979
84 C -1.074 4.328 -3.189
85 C -2.335 4.249 -3.775
86 C -3.352 3.546 -3.145
87 C -3.114 2.917 -1.927
88 H -2.429 3.806 1.396
89 H -0.643 3.984 1.166
90 H -1.283 2.753 2.297
91 H 0.155 3.715 -1.535
92 H -0.273 4.859 -3.690
93 H -2.517 4.721 -4.733
94 H -4.327 3.469 -3.611
95 H -3.870 2.328 -1.419

The multiplicity is 1. For the energy above the lowest of the compared OMol25 structures with the same formula, charge and spin, the calculation gives 222.79 kJ/mol. The frontier orbital gap comes out at 3.28 eV. The total charge is -2.

These are the Mulliken partial charges, in e, on atoms 1 to 8: atom 1 (Cs): 1.312, atom 2 (C): -1.597, atom 3 (C): 0.489, atom 4 (C): -1.193, atom 5 (C): -0.204, atom 6 (C): -0.207, atom 7 (N): 0.222, atom 8 (C): -0.793